(1)
{"formula": "C37H33N8O3RbS2", "method": "ωB97M-V/def2-TZVPD", "homo_lumo_gap_ev": 6.93, "lumo_energy_ha": -0.004, "e_above_lowest_kj_mol": 45.8, "e_homo_ha": -0.2592, "total_charge": 0, "symbols": ["Rb", "O", "S", "O", "N", "C", "C", "C", "C", "C", "C", "C", "C", "N", "C", "C", "C", "C", "C", "C", "C", "H", "H", "H", "H", "H", "H", "H", "H", "H", "H", "H", "N", "C", "C", "C", "C", "C", "C", "C", "N", "C", "C", "N", "C", "H", "H", "H", "H", "H", "H", "H", "C", "C", "O", "C", "C", "C", "C", "C", "C", "H", "H", "H", "H", "H", "H", "H", "H", "C", "C", "C", "N", "N", "C", "N", "S", "H", "H", "H", "H", "H", "H", "H"], "xyz": [[0.83, 0.68, -0.63], [0.04, 2.53, -2.37], [-0.32, 1.55, -3.39], [-1.70, 1.08, -3.29], [0.73, 0.40, -3.30], [0.71, -0.71, -4.11], [0.07, -0.84, -5.33], [0.17, -2.01, -6.10], [0.90, -3.08, -5.68], [1.55, -3.02, -4.43], [2.31, -4.10, -3.91], [2.89, -3.99, -2.69], [2.71, -2.81, -1.96], [2.03, -1.78, -2.40], [1.46, -1.85, -3.63], [-0.18, 2.42, -4.94], [-1.28, 2.69, -5.72], [-1.11, 3.37, -6.92], [0.16, 3.76, -7.32], [1.26, 3.47, -6.53], [1.10, 2.80, -5.34], [-0.52, -0.02, -5.70], [-0.35, -2.05, -7.05], [0.98, -3.98, -6.28], [2.41, -5.00, -4.51], [3.48, -4.80, -2.27], [3.15, -2.70, -0.97], [-2.26, 2.37, -5.39], [-1.97, 3.59, -7.54], [0.28, 4.29, -8.26], [2.25, 3.78, -6.86], [1.94, 2.55, -4.71], [0.91, -3.68, 9.68], [1.23, -3.24, 8.67], [1.62, -2.68, 7.41], [2.94, -2.30, 7.18], [3.31, -1.76, 5.96], [2.36, -1.58, 4.96], [1.04, -1.95, 5.19], [0.67, -2.50, 6.40], [2.73, -1.02, 3.72], [3.97, -0.51, 3.36], [3.84, -0.07, 2.08], [2.56, -0.30, 1.63], [1.93, -0.87, 2.62], [3.67, -2.44, 7.96], [4.34, -1.48, 5.81], [0.29, -1.81, 4.42], [-0.36, -2.78, 6.57], [4.81, -0.49, 4.02], [4.58, 0.40, 1.45], [0.89, -1.16, 2.58], [0.75, 4.56, 2.31], [-0.07, 3.50, 1.62], [0.43, 2.47, 1.23], [-1.53, 3.75, 1.43], [-2.18, 3.12, 0.37], [-3.53, 3.32, 0.16], [-4.25, 4.15, 1.00], [-3.61, 4.79, 2.06], [-2.25, 4.61, 2.26], [1.80, 4.34, 2.19], [0.51, 4.58, 3.38], [0.52, 5.55, 1.90], [-1.61, 2.49, -0.30], [-4.02, 2.83, -0.68], [-5.31, 4.32, 0.84], [-4.17, 5.44, 2.72], [-1.76, 5.11, 3.08], [-2.74, -4.48, 2.84], [-2.67, -3.00, 3.20], [-2.54, -2.12, 2.00], [-1.49, -1.44, 1.70], [-1.60, -0.72, 0.54], [-2.75, -0.87, -0.05], [-3.14, -0.26, -1.19], [-3.83, -1.94, 0.83], [-2.87, -5.09, 3.74], [-1.82, -4.80, 2.34], [-3.58, -4.68, 2.17], [-1.80, -2.81, 3.83], [-3.55, -2.71, 3.77], [-2.45, 0.17, -1.81], [-3.99, -0.56, -1.62]]}

(2)
{"formula": "C23H37AsCoNO4S", "method": "ωB97M-V/def2-TZVPD", "homo_lumo_gap_ev": [8.21, 8.16], "lumo_energy_ha": [-0.081, -0.081], "e_above_lowest_kj_mol": 5.4, "e_homo_ha": [-0.3828, -0.3808], "spin_multiplicity": 2, "total_charge": 1, "s_squared": 0.77, "symbols": ["Co", "C", "C", "O", "C", "C", "O", "C", "C", "O", "C", "C", "O", "H", "H", "H", "H", "H", "H", "H", "H", "H", "H", "H", "H", "H", "H", "H", "H", "S", "C", "C", "C", "C", "C", "C", "C", "C", "C", "N", "H", "H", "H", "H", "H", "H", "C", "C", "As", "C", "C", "C", "C", "H", "H", "H", "H", "H", "H", "H", "H", "H", "H", "H", "H", "H", "H", "H"], "xyz": [[0.28, 0.74, -0.18], [-0.92, -0.39, -2.72], [-1.87, 0.72, -2.29], [-1.19, 1.73, -1.56], [-0.54, 2.78, -2.25], [0.85, 2.40, -2.77], [1.41, 1.46, -1.86], [2.77, 1.12, -2.04], [3.21, 0.39, -0.77], [2.16, -0.42, -0.25], [1.93, -1.70, -0.82], [0.93, -1.64, -1.97], [-0.18, -0.82, -1.58], [-0.22, -0.03, -3.49], [-1.49, -1.22, -3.14], [-2.60, 0.32, -1.59], [-2.40, 1.13, -3.15], [-0.44, 3.57, -1.51], [-1.16, 3.14, -3.08], [1.48, 3.30, -2.81], [0.83, 1.96, -3.78], [3.38, 2.02, -2.18], [2.88, 0.50, -2.94], [3.41, 1.11, 0.02], [4.11, -0.21, -0.94], [1.50, -2.30, -0.02], [2.86, -2.15, -1.16], [0.58, -2.65, -2.20], [1.38, -1.21, -2.87], [0.34, 3.92, 2.77], [1.63, 4.23, 1.70], [1.77, 3.26, 0.74], [0.80, 2.22, 0.85], [-0.03, 2.48, 1.91], [-1.12, 1.56, 2.12], [-2.10, 1.61, 3.10], [-3.09, 0.64, 3.11], [-3.08, -0.36, 2.14], [-2.07, -0.36, 1.21], [-1.11, 0.57, 1.19], [2.24, 5.11, 1.83], [2.55, 3.32, -0.01], [-2.09, 2.39, 3.84], [-3.87, 0.66, 3.86], [-3.84, -1.13, 2.11], [-1.99, -1.12, 0.44], [0.58, -5.47, 0.05], [0.60, -4.75, 1.39], [-0.57, -3.16, 1.33], [-0.34, -2.45, 3.16], [0.04, -3.41, 4.27], [-2.35, -4.01, 1.47], [-2.48, -5.34, 2.20], [1.16, -6.40, 0.09], [1.02, -4.85, -0.74], [-0.43, -5.72, -0.26], [1.60, -4.39, 1.63], [0.29, -5.41, 2.20], [-1.28, -1.93, 3.39], [0.42, -1.66, 3.07], [-0.71, -4.20, 4.40], [0.13, -2.89, 5.22], [0.99, -3.89, 4.08], [-2.71, -4.12, 0.44], [-2.99, -3.26, 1.93], [-1.88, -6.12, 1.73], [-3.51, -5.68, 2.20], [-2.16, -5.27, 3.24]]}

(3)
{"formula": "C33H26Cl2IrN7O3S3Te", "method": "ωB97M-V/def2-TZVPD", "homo_lumo_gap_ev": [5.22, 1.65], "lumo_energy_ha": [-0.116, -0.247], "e_above_lowest_kj_mol": 158.3, "e_homo_ha": [-0.3074, -0.3074], "spin_multiplicity": 6, "total_charge": 1, "s_squared": 8.78, "symbols": ["Ir", "Cl", "C", "C", "C", "C", "C", "Cl", "C", "S", "H", "H", "H", "O", "S", "O", "O", "C", "N", "C", "C", "C", "N", "C", "C", "C", "N", "C", "C", "H", "H", "H", "H", "H", "H", "N", "C", "C", "C", "C", "C", "N", "H", "H", "H", "H", "H", "H", "Te", "C", "C", "C", "C", "C", "C", "H", "H", "H", "H", "H", "N", "C", "N", "C", "C", "C", "C", "C", "C", "S", "H", "H", "H", "H", "H", "H"], "xyz": [[0.35, 1.41, -0.38], [-0.46, 3.68, 1.20], [-1.33, 4.58, -0.01], [-1.69, 5.87, 0.34], [-2.39, 6.65, -0.57], [-2.71, 6.15, -1.82], [-2.34, 4.87, -2.16], [-2.76, 4.30, -3.73], [-1.63, 4.04, -1.26], [-1.22, 2.42, -1.81], [-1.44, 6.25, 1.32], [-2.67, 7.66, -0.29], [-3.25, 6.76, -2.53], [-1.87, -7.18, 5.79], [-1.27, -6.45, 4.70], [-0.03, -5.79, 5.07], [-1.17, -7.21, 3.46], [-2.39, -5.14, 4.25], [-3.70, -5.30, 4.47], [-4.48, -4.31, 4.06], [-3.99, -3.18, 3.43], [-2.62, -3.13, 3.24], [-1.82, -4.11, 3.64], [-1.92, -2.02, 2.55], [-0.65, -2.27, 2.01], [0.00, -1.26, 1.35], [-0.53, -0.04, 1.19], [-1.73, 0.21, 1.72], [-2.45, -0.74, 2.41], [-5.54, -4.44, 4.23], [-4.66, -2.40, 3.08], [-0.21, -3.25, 2.13], [0.98, -1.42, 0.91], [-2.12, 1.21, 1.58], [-3.41, -0.49, 2.83], [1.30, 1.67, 2.88], [2.42, 1.32, 2.18], [3.67, 1.30, 2.82], [4.79, 0.96, 2.11], [4.66, 0.63, 0.75], [3.41, 0.69, 0.20], [2.30, 1.04, 0.88], [1.38, 1.70, 3.88], [0.41, 1.33, 2.53], [3.73, 1.55, 3.87], [5.75, 0.94, 2.59], [5.51, 0.34, 0.16], [3.26, 0.43, -0.84], [2.06, 3.37, -1.72], [2.94, 2.42, -3.37], [4.28, 2.03, -3.31], [4.85, 1.35, -4.37], [4.09, 1.07, -5.50], [2.76, 1.47, -5.57], [2.18, 2.14, -4.50], [4.88, 2.27, -2.43], [5.89, 1.06, -4.33], [4.53, 0.54, -6.34], [2.17, 1.25, -6.45], [1.14, 2.44, -4.55], [2.37, -0.95, -2.43], [1.12, -1.40, -2.16], [0.16, -0.65, -1.71], [-1.03, -1.40, -1.57], [-2.28, -0.92, -1.21], [-3.33, -1.81, -1.08], [-3.15, -3.18, -1.30], [-1.91, -3.66, -1.70], [-0.87, -2.76, -1.83], [0.76, -3.08, -2.36], [2.44, 0.02, -2.73], [2.97, -1.56, -2.97], [-2.44, 0.14, -1.06], [-4.31, -1.44, -0.80], [-3.98, -3.86, -1.19], [-1.76, -4.72, -1.90]]}